Entry from OMol25: a structure of composition C5H6O3S2Se4TeZn (ωB97M-V/def2-TZVPD).

Output
DFT total energy	-12869.48405	Ha

```
! wB97M-V def2-TZVPD RIJCOSX def2/J DEFGRID3
* xyz -2 1
Zn 1.79 -0.48 1.01
Se 4.01 -1.54 -0.17
Se 5.37 -1.67 1.73
Se 4.53 0.04 3.07
Se 2.32 -0.69 3.36
C 0.77 1.69 -1.64
S 1.12 2.02 0.05
O 0.16 1.21 0.82
O 1.01 3.46 0.22
O 2.47 1.45 0.29
H -0.28 1.95 -1.82
H 0.94 0.63 -1.83
H 1.42 2.31 -2.25
Te 0.33 -2.28 -0.28
C -1.65 -1.53 -0.16
C -2.56 -1.39 -1.17
C -3.83 -0.89 -0.74
C -3.87 -0.66 0.60
S -2.37 -1.06 1.32
H -2.32 -1.62 -2.20
H -4.67 -0.70 -1.41
H -4.68 -0.27 1.19
*
```

=====

Entry from OMol25: a structure of composition C5H6O4S2 (ωB97M-V/def2-TZVPD).

Output
DFT total energy	-1291.13922	Ha

```
! wB97M-V def2-TZVPD RIJCOSX def2/J DEFGRID3
* xyz 0 1
C 1.44 -0.58 -1.14
C -0.47 0.42 0.20
C -0.56 2.77 -0.58
C -1.01 1.54 -0.54
C 0.39 -1.92 0.77
O 0.61 0.51 1.12
O 2.87 -0.82 1.21
O -2.10 -1.24 1.48
O -1.58 -1.69 -0.94
S 1.59 -0.65 0.58
S -1.21 -1.16 0.35
H 1.83 0.33 -1.60
H -1.07 3.48 -1.17
H 0.31 3.11 -0.02
H -1.82 1.04 -1.11
H 0.53 -2.60 -0.12
H 0.26 -2.54 1.51
*
```

=====

Entry from OMol25: a structure of composition C5H6O4Tb (ωB97M-V/def2-TZVPD).

Output
DFT total energy	-1318.74244	Ha

```
! wB97M-V def2-TZVPD RIJCOSX def2/J DEFGRID3
* xyz 2 8
C 0.68 0.69 -3.69
H 0.68 1.78 -3.73
H 0.25 0.20 -4.58
C 1.20 0.00 -2.66
H 1.09 -1.09 -2.74
H -0.54 2.68 0.74
C 0.07 1.77 0.84
C -0.54 0.61 1.37
O -1.83 0.67 1.66
C -2.24 0.25 2.91
O -1.51 -0.14 3.76
O -3.54 0.43 2.95
O 1.31 1.82 0.62
H -0.01 -0.34 1.51
H -3.90 0.13 3.79
Tb 2.78 0.94 -1.09
*
```

=====

Entry from OMol25: an isolated molecule of C5H6OS (ωB97M-V/def2-TZVPD).

Output
DFT total energy	-667.48255	Ha
SMILES	CC1=CCC(=S)O1

```
! wB97M-V def2-TZVPD RIJCOSX def2/J DEFGRID3
* xyz 0 1
C 1.88 -1.10 0.02
C 0.54 -0.37 -0.02
C 0.16 0.93 0.01
C -1.27 1.06 0.02
C -1.74 -0.30 0.07
S -3.18 -0.79 0.00
O -0.65 -1.10 0.05
H 2.00 -1.90 -0.77
H 2.03 -1.38 1.05
H 2.65 -0.28 -0.32
H 0.95 1.74 0.16
H -1.57 1.63 -0.93
H -1.79 1.85 0.68
*
```

=====

Entry from OMol25: an isolated molecule of C5H6S (ωB97M-V/def2-TZVPD).

Output
DFT total energy	-592.18961	Ha
SMILES	C#CC(=S)CC

```
! wB97M-V def2-TZVPD RIJCOSX def2/J DEFGRID3
* xyz 0 1
C 1.59 2.15 0.71
C 0.72 1.34 0.56
C -0.49 0.65 0.65
S -1.89 1.49 1.05
C -0.49 -0.89 0.36
C -0.22 -1.12 -1.11
H 2.36 2.91 0.65
H -1.47 -1.19 0.70
H 0.38 -1.37 0.82
H -1.18 -1.19 -1.76
H 0.00 -2.20 -1.20
H 0.69 -0.57 -1.41
*
```

=====

Entry from OMol25: an isolated molecule of C5H6S2 (ωB97M-V/def2-TZVPD).

Output
DFT total energy	-990.41826	Ha
SMILES	SCc1cccs1

```
! wB97M-V def2-TZVPD RIJCOSX def2/J DEFGRID3
* xyz 0 1
S -2.89 -0.56 -0.60
C -1.54 0.21 0.55
C -0.08 -0.02 0.13
C 0.81 0.93 -0.13
C 2.07 0.37 -0.42
C 2.08 -0.99 -0.35
S 0.54 -1.60 0.10
H -3.86 -1.02 0.69
H -1.71 1.28 0.25
H -1.85 -0.05 1.61
H 0.59 2.03 -0.20
H 2.90 1.05 -0.73
H 2.94 -1.62 -0.91
*
```

=====

Entry from OMol25: an isolated molecule of C5H6S3 (ωB97M-V/def2-TZVPD).

Output
DFT total energy	-1388.67578	Ha
SMILES	CCc1cssc1=S

```
! wB97M-V def2-TZVPD RIJCOSX def2/J DEFGRID3
* xyz 0 1
C 1.83 -0.61 0.01
C 0.88 0.57 -0.05
C -0.56 0.19 0.01
C -1.06 -1.07 0.02
S -2.72 -1.43 0.04
S -3.21 0.56 -0.04
C -1.62 1.23 0.04
S -1.41 2.85 0.04
H 2.86 -0.25 -0.09
H 1.59 -1.38 -0.74
H 1.71 -1.09 1.02
H 1.05 1.13 -1.00
H 1.07 1.27 0.79
H -0.42 -1.97 -0.04
*
```

=====

Entry from OMol25: an isolated molecule of C5H6S3 (ωB97M-V/def2-TZVPD).

Output
DFT total energy	-1388.58264	Ha
SMILES	C#C[C@H](SC)SC=S

```
! wB97M-V def2-TZVPD RIJCOSX def2/J DEFGRID3
* xyz 0 1
C 0.78 2.59 -0.35
C 0.77 1.43 -0.05
C 0.77 0.03 0.35
S 2.16 -0.91 -0.36
C 3.51 -0.07 0.50
S -0.74 -0.89 -0.17
C -2.00 0.24 0.23
S -3.57 -0.09 0.07
H 0.77 3.61 -0.66
H 0.85 -0.04 1.43
H 4.46 -0.52 0.14
H 3.44 -0.24 1.58
H 3.51 1.01 0.30
H -1.65 1.21 0.59
*
```

=====

Entry from OMol25: a structure of composition C5H7AuCl3NO3SSi (ωB97M-V/def2-TZVPD).

Output
DFT total energy	-2679.35652	Ha

```
! wB97M-V def2-TZVPD RIJCOSX def2/J DEFGRID3
* xyz 0 1
Au -2.08 -1.40 1.32
C 2.00 -0.15 -1.49
C 0.89 0.84 -1.65
C 1.21 2.20 -2.18
O -0.28 0.57 -1.38
C 1.12 1.48 1.86
O 1.96 2.05 1.29
O 0.25 0.92 2.37
H 2.09 -0.71 -2.43
H 1.79 -0.87 -0.71
H 2.95 0.35 -1.32
H 1.25 2.14 -3.27
H 2.18 2.54 -1.84
H 0.42 2.90 -1.91
H -0.58 -0.63 -0.88
Cl -3.04 -2.60 4.64
Si -3.23 -1.06 3.27
Cl -2.68 0.63 4.33
Cl -5.27 -0.83 3.00
S 0.28 -3.96 -1.61
C -0.37 -2.69 -0.95
N -0.85 -1.70 -0.46
*
```

=====

Entry from OMol25: an isolated molecule of C5H7BClNO2 (ωB97M-V/def2-TZVPD).

Output
DFT total energy	-885.04860	Ha
SMILES	OB(O)C1=CCC=N[C@@H]1Cl

```
! wB97M-V def2-TZVPD RIJCOSX def2/J DEFGRID3
* xyz 0 1
O 2.79 0.10 0.60
B 1.84 -0.67 -0.07
O 1.97 -1.78 -0.79
C 0.42 -0.06 -0.08
C 0.00 0.92 0.63
C -1.41 1.44 0.62
C -2.13 0.90 -0.56
N -1.84 -0.13 -1.15
C -0.71 -0.94 -0.74
Cl -1.26 -1.98 0.65
H 3.71 -0.25 0.37
H 2.73 -2.30 -0.65
H 0.73 1.53 1.32
H -1.91 0.92 1.38
H -1.37 2.58 0.95
H -2.92 1.40 -0.99
H -0.63 -1.70 -1.49
*
```

=====

Entry from OMol25: a cluster of 2 separate species, C5H7BF5O4Si in total (ωB97M-V/def2-TZVPD).

Output
DFT total energy	-1309.69477	Ha

```
! wB97M-V def2-TZVPD RIJCOSX def2/J DEFGRID3
* xyz -1 1
C 1.82 1.34 -0.95
C 0.71 2.43 -1.01
Si -0.76 1.64 -1.90
C -2.25 1.43 -0.67
F -2.00 1.83 0.57
F -3.33 2.12 -1.07
F -2.63 0.16 -0.60
H 1.36 0.43 -0.58
H 2.62 1.63 -0.28
H 2.17 1.13 -1.95
H 0.46 2.67 0.02
H 1.05 3.31 -1.54
H -0.37 0.34 -2.46
H -1.20 2.48 -3.04
B -0.50 -3.38 2.14
O -0.26 -3.00 0.71
C 0.64 -2.05 0.67
O 1.06 -1.52 -0.33
C 1.08 -1.73 2.10
O 1.90 -0.90 2.41
O 0.42 -2.50 2.93
F -0.17 -4.72 2.34
F -1.82 -3.15 2.49
*
```

=====

Entry from OMol25: an isolated molecule of C5H7BO3S (ωB97M-V/def2-TZVPD).

Output
DFT total energy	-843.37214	Ha

```
! wB97M-V def2-TZVPD RIJCOSX def2/J DEFGRID3
* xyz 0 3
B -0.16 -0.47 1.56
C 0.12 1.49 -1.62
C 1.41 1.25 -1.63
C -0.16 -1.72 -0.60
C -0.79 0.73 -0.71
C 0.11 -0.34 -0.03
O -1.22 -2.05 -1.04
O 0.06 -1.73 2.08
O -0.53 0.60 2.27
S 1.84 0.03 -0.38
H -0.22 2.27 -2.37
H 2.15 1.87 -1.95
H 0.70 -2.53 -0.69
H -1.13 1.33 0.15
H -1.54 0.29 -1.21
H -0.11 -1.84 3.01
H -0.53 0.84 3.18
*
```

=====

Entry from OMol25: an isolated molecule of C5H7Br (ωB97M-V/def2-TZVPD).

Output
DFT total energy	-2768.60242	Ha
SMILES	C=C/C(Br)=C/C

```
! wB97M-V def2-TZVPD RIJCOSX def2/J DEFGRID3
* xyz 0 1
C -1.18 -2.62 0.26
C -1.19 -1.41 -0.37
C -0.15 -0.01 -0.12
Br -1.27 1.26 -1.31
C 0.99 0.65 0.32
C 1.39 2.13 0.13
H -1.75 -3.40 -0.19
H -0.66 -2.94 1.14
H -1.99 -1.12 -1.01
H 1.57 0.02 0.90
H 0.45 2.72 -0.01
H 2.00 2.26 -0.77
H 1.80 2.45 1.02
*
```

=====

Entry from OMol25: an isolated molecule of C5H7BrN2 (ωB97M-V/def2-TZVPD).

Output
DFT total energy	-2878.02545	Ha

```
! wB97M-V def2-TZVPD RIJCOSX def2/J DEFGRID3
* xyz 0 1
C 0.33 -0.90 1.49
C 0.27 1.51 0.70
C -0.26 -1.45 0.40
C 0.24 0.47 1.91
C -0.43 -0.04 -2.45
N 0.01 1.19 -0.49
N -0.66 0.34 -1.05
Br -0.03 -3.09 -0.46
H 0.96 -1.45 2.18
H 0.88 2.36 0.92
H -0.78 0.66 2.29
H 0.92 0.89 2.71
H -0.48 -1.11 -2.49
H -1.41 0.21 -2.98
H 0.45 0.39 -2.68
*
```

=====

Entry from OMol25: an isolated molecule of C5H7BrO2 (ωB97M-V/def2-TZVPD).

Output
DFT total energy	-2919.14684	Ha
SMILES	O[C@H]1[C@H]2O[C@H]2C[C@@H]1Br

```
! wB97M-V def2-TZVPD RIJCOSX def2/J DEFGRID3
* xyz 0 1
O -0.66 2.31 0.16
C -0.39 1.07 -0.35
C 1.06 0.54 -0.16
O 1.36 0.00 1.16
C 0.98 -0.84 0.08
C -0.45 -1.33 0.21
C -1.21 0.00 0.49
Br -3.05 -0.07 0.07
H -0.47 2.14 1.10
H -0.71 1.12 -1.42
H 1.95 0.84 -0.70
H 1.77 -1.42 -0.44
H -0.87 -1.79 -0.75
H -0.54 -2.05 0.96
H -1.35 0.12 1.55
*
```

=====

Entry from OMol25: a structure of composition C5H7BrS (ωB97M-V/def2-TZVPD).

Output
DFT total energy	-3166.82068	Ha

```
! wB97M-V def2-TZVPD RIJCOSX def2/J DEFGRID3
* xyz 0 1
C 0.43 0.12 1.26
C -0.10 0.76 -1.01
C 1.09 0.54 -0.08
C 0.16 -1.19 0.60
C -1.04 -0.51 -0.80
S 1.65 -1.16 -0.35
Br -2.72 -0.05 0.08
H 1.05 0.11 2.16
H -0.34 0.75 1.72
H -0.64 1.71 -0.87
H -0.06 0.68 -2.18
H 1.85 1.33 -0.03
H -0.22 -2.05 1.16
H -1.13 -1.04 -1.66
*
```

=====

Entry from OMol25: an isolated molecule of C5H7BrS2 (ωB97M-V/def2-TZVPD).

Output
DFT total energy	-3565.01171	Ha
SMILES	CC(=S)C(=S)[C@@H](C)Br

```
! wB97M-V def2-TZVPD RIJCOSX def2/J DEFGRID3
* xyz 0 1
C 2.43 -0.24 -0.47
C 1.01 0.35 -0.51
S 0.55 1.77 -1.17
C 0.09 -0.61 0.12
S 0.76 -1.96 0.85
C -1.35 -0.54 0.19
C -1.88 0.80 0.81
Br -2.05 -0.19 -1.76
H 2.35 -1.31 -0.81
H 2.97 0.36 -1.22
H 2.84 -0.11 0.44
H -1.63 -1.47 0.50
H -1.56 1.64 0.32
H -3.08 0.70 0.84
H -1.46 0.83 1.85
*
```